No. 1
{"formula": "C3H6N2O2", "method": "the ωB97M-V functional and the def2-TZVPD basis", "homo_lumo_gap_ev": 10.6, "homo_energy_ev": -9.773, "species": ["H", "N", "C", "O", "C", "C", "N", "O", "H", "H", "H", "H", "H"], "positions_angstrom": [[-2.0011, 1.5225, -1.1411], [-1.2855, 1.0874, -0.5675], [-1.7652, 0.0806, 0.0364], [-1.0577, -0.6912, 0.8603], [0.2909, -0.2913, 1.1060], [1.2316, -0.7439, -0.0164], [1.6542, 0.2603, -0.8351], [1.5982, -1.9000, -0.1059], [-2.7869, -0.3035, -0.0173], [0.3246, 0.7910, 1.2649], [0.5788, -0.8336, 2.0043], [2.1756, -0.0390, -1.6470], [1.0424, 1.0607, -0.9416]], "atomic_forces_ev_per_a": [[0.015, 0.026, 0.044], [-0.222, -0.270, 0.106], [0.001, 0.135, -0.189], [-0.044, -0.048, 0.018], [0.122, -0.005, 0.165], [0.051, -0.064, -0.051], [-0.028, -0.140, -0.135], [-0.099, 0.381, 0.043], [0.092, 0.150, -0.091], [0.062, -0.184, -0.013], [0.025, 0.096, -0.030], [-0.038, 0.074, 0.067], [0.063, -0.151, 0.066]], "mulliken_charge": [0.227, -0.575, 0.087, -0.354, -0.460, 0.520, -0.409, -0.593, 0.379, 0.406, 0.256, 0.258, 0.257]}



No. 2
{"formula": "C3H6N2O2", "method": "the ωB97M-V functional and the def2-TZVPD basis", "homo_lumo_gap_ev": 10.7, "homo_energy_ev": -9.899, "species": ["O", "C", "C", "N", "N", "C", "O", "H", "H", "H", "H", "H", "H"], "positions_angstrom": [[0.5831, 2.2469, 0.2650], [-0.4888, 1.8973, 0.6267], [-0.8458, 0.4311, 0.7401], [0.2938, -0.3872, 0.5116], [0.6496, -0.6987, -0.7520], [0.6834, -1.9768, -1.2064], [1.2411, -2.3004, -2.2224], [-1.2817, 2.7482, 0.8671], [-1.6665, 0.2116, 0.0977], [-1.3734, 0.2045, 1.7437], [1.0118, 0.0866, 1.1176], [0.9484, 0.1347, -1.3768], [0.2453, -2.5979, -0.4120]], "atomic_forces_ev_per_a": [[1.574, 0.375, -0.437], [-2.610, 1.417, 0.591], [-1.399, 0.234, 1.527], [0.219, -0.015, 3.167], [0.819, 3.465, -2.313], [0.883, 0.384, 0.814], [-0.528, -0.385, -0.317], [0.907, -1.698, -0.224], [-0.528, -0.146, -1.085], [1.223, 0.465, -1.045], [-0.051, -1.288, -1.469], [-0.413, -2.181, 1.105], [-0.097, -0.628, -0.314]], "mulliken_charge": [-0.440, 0.177, -0.632, -0.395, -0.011, 0.105, -0.559, 0.304, 0.323, 0.257, 0.278, 0.272, 0.321]}



No. 3
{"formula": "C3H6N2O2", "method": "the ωB97M-V functional and the def2-TZVPD basis", "homo_lumo_gap_ev": 10.7, "homo_energy_ev": -10.043, "species": ["H", "N", "C", "N", "C", "O", "O", "C", "H", "H", "H", "H", "H"], "positions_angstrom": [[-1.3954, 1.3275, -0.0191], [-1.2849, 0.3646, 0.2779], [-0.1011, -0.0649, 0.1388], [0.2394, -1.3710, 0.4650], [-0.6933, -2.3437, 0.7684], [-0.3947, -3.4963, 0.9802], [1.0017, 0.5687, -0.3228], [0.8084, 1.8996, -0.7735], [1.2059, -1.6549, 0.3803], [-1.7169, -1.9427, 0.7848], [1.7834, 2.2506, -1.1104], [0.4480, 2.5398, 0.0397], [0.0996, 1.9225, -1.6094]], "atomic_forces_ev_per_a": [[0.011, -0.077, 0.016], [0.292, 0.053, -0.085], [-0.235, -0.025, 0.013], [0.040, -0.103, 0.000], [0.048, -0.224, 0.040], [-0.056, 0.453, -0.060], [-0.108, -0.166, 0.093], [-0.024, 0.228, -0.066], [-0.112, 0.051, -0.020], [0.099, -0.107, 0.023], [-0.135, -0.053, 0.054], [0.069, -0.064, -0.123], [0.110, 0.033, 0.115]], "mulliken_charge": [0.252, -0.684, 0.704, -0.101, 0.034, -0.536, -0.355, -0.850, 0.233, 0.364, 0.211, 0.361, 0.368]}



No. 4
{"formula": "C3H6N2O2", "method": "the ωB97M-V functional and the def2-TZVPD basis", "homo_lumo_gap_ev": 9.8, "homo_energy_ev": -9.102, "species": ["N", "C", "N", "C", "O", "C", "O", "H", "H", "H", "H", "H", "H"], "positions_angstrom": [[-2.2547, -0.1518, 0.2013], [-0.9652, -0.6067, -0.1820], [0.0727, -0.6583, 0.7970], [1.3317, -0.4215, -0.3421], [2.5293, 0.0910, 0.0355], [0.1618, 0.4025, -0.2562], [0.0761, 1.7490, -0.0457], [-2.1928, 0.4807, 0.9905], [-2.7220, 0.3246, -0.5617], [-1.0110, -1.3887, -0.9460], [1.3706, -1.2701, -1.0217], [2.9698, -0.5362, 0.6236], [0.6337, 1.9854, 0.7076]], "atomic_forces_ev_per_a": [[-0.146, -0.171, 0.601], [0.686, 0.867, -1.579], [1.915, 0.445, 0.145], [-1.833, -0.707, 0.282], [-0.252, -0.027, 0.876], [-0.507, -0.242, -0.121], [-0.128, -0.125, -0.041], [0.002, 0.015, -0.055], [0.130, -0.076, 0.045], [0.035, 0.043, 0.071], [-0.050, 0.017, 0.004], [0.123, 0.025, -0.158], [0.027, -0.063, -0.070]], "mulliken_charge": [-0.628, 0.107, -0.587, 0.163, -0.481, 0.066, -0.505, 0.276, 0.249, 0.347, 0.356, 0.345, 0.292]}



No. 5
{"formula": "C3H6N2O2", "method": "the ωB97M-V functional and the def2-TZVPD basis", "homo_lumo_gap_ev": 9.5, "homo_energy_ev": -9.479, "species": ["C", "C", "N", "C", "N", "O", "O", "H", "H", "H", "H", "H", "H"], "positions_angstrom": [[0.8529, -0.2933, -0.3064], [-0.5274, 1.5758, 0.3312], [-0.2411, 0.1462, 0.3583], [-1.3973, -0.7827, -0.2188], [1.6511, -1.1988, 0.2173], [-0.8406, -1.6776, -0.8860], [-2.5212, -0.4496, 0.0409], [1.2181, 0.2119, -1.2030], [2.3908, -1.6101, -0.3318], [1.2858, -1.7342, 0.9952], [-1.4960, 1.7072, 0.8121], [0.2263, 2.1394, 0.8832], [-0.6015, 1.9656, -0.6924]], "atomic_forces_ev_per_a": [[0.269, 0.407, 0.683], [-0.057, -0.040, -0.243], [0.128, -0.275, -0.098], [0.189, -0.492, -0.238], [-0.450, 0.047, -0.356], [-0.262, 0.126, 0.127], [0.147, 0.209, 0.126], [0.037, -0.002, 0.025], [-0.102, 0.017, -0.030], [0.060, 0.088, 0.019], [0.047, -0.041, -0.051], [-0.034, -0.072, -0.012], [0.027, 0.028, 0.048]], "mulliken_charge": [0.119, -0.940, -0.231, 0.597, -0.252, -0.660, -0.566, 0.383, 0.260, 0.274, 0.301, 0.356, 0.358]}



No. 6
{"formula": "C3H6N2O2", "method": "the ωB97M-V functional and the def2-TZVPD basis", "homo_lumo_gap_ev": 10.5, "homo_energy_ev": -10.238, "species": ["O", "C", "O", "C", "C", "N", "H", "H", "H", "N", "H", "H", "H"], "positions_angstrom": [[0.5078, -3.8066, -1.3261], [-0.5062, -3.5673, -1.8013], [-1.4498, -3.2588, -2.3761], [-1.1628, 0.3217, -1.3245], [-0.2909, -0.3162, -2.7521], [0.2710, -0.6738, -3.7248], [-2.2191, 0.2793, -1.5127], [-0.9831, 1.4509, -1.2082], [-0.7733, -0.2927, -0.4700], [2.6221, -1.1153, 1.9509], [2.7976, -2.0628, 2.4829], [1.6349, -0.9512, 1.7714], [2.9009, -0.3507, 2.6513]], "atomic_forces_ev_per_a": [[1.138, -0.600, 1.119], [0.387, 0.493, -0.871], [-1.554, 0.086, -0.250], [2.806, -0.009, -2.184], [-0.711, 1.029, 0.651], [-1.636, 0.952, 2.962], [-0.316, -0.816, -0.191], [0.497, -1.906, -0.322], [-0.612, 0.768, -0.925], [1.307, -0.466, 2.597], [-0.903, 2.534, -1.447], [0.086, -0.502, 0.227], [-0.489, -1.564, -1.368]], "mulliken_charge": [-0.349, 0.680, -0.349, -0.586, 0.236, -0.395, 0.278, 0.307, 0.175, -0.660, 0.236, 0.191, 0.235]}



No. 7
{"formula": "C3H6N2O2", "method": "the ωB97M-V functional and the def2-TZVPD basis", "homo_lumo_gap_ev": 9.6, "homo_energy_ev": -8.964, "species": ["H", "N", "C", "O", "C", "C", "N", "O", "H", "H", "H", "H", "H"], "positions_angstrom": [[2.8529, 1.1696, -1.0464], [2.0698, 0.5218, -0.8757], [1.4060, 0.8484, 0.1491], [0.8385, -0.1553, 1.2011], [0.0469, -1.0691, 0.4980], [-0.8599, -0.0610, -0.1959], [-2.1746, -0.2102, -0.2776], [-0.3913, 1.0265, -0.5227], [1.4018, 1.7838, 0.7087], [0.6955, -1.6605, -0.1647], [-0.5670, -1.7765, 1.0825], [-2.6700, 0.6098, -0.5917], [-2.6487, -1.0272, 0.0354]], "atomic_forces_ev_per_a": [[-0.905, -0.145, -0.134], [0.725, -0.390, 1.267], [0.843, -0.600, 1.260], [0.966, 0.760, -1.271], [0.005, 0.168, -0.534], [-0.439, 0.389, -0.279], [-0.365, -0.208, -0.270], [-0.600, 0.028, -0.070], [0.246, -0.127, -0.084], [-0.470, 0.144, -0.322], [0.520, 0.543, 0.371], [-0.248, -0.261, -0.012], [-0.277, -0.302, 0.076]], "mulliken_charge": [0.253, -0.723, 0.259, -0.431, -0.468, 0.610, -0.398, -0.503, 0.379, 0.298, 0.300, 0.244, 0.181]}



No. 8
{"formula": "C3H6N2O2", "method": "the ωB97M-V functional and the def2-TZVPD basis", "homo_lumo_gap_ev": 10.5, "homo_energy_ev": -9.763, "species": ["H", "N", "C", "O", "C", "C", "N", "O", "H", "H", "H", "H", "H"], "positions_angstrom": [[3.3029, 0.2403, -1.1461], [2.3220, 0.0684, -0.9492], [1.9715, 0.5859, 0.1453], [0.7056, 0.5022, 0.6151], [-0.2113, -0.1582, -0.1895], [-1.6027, 0.3561, 0.1217], [-2.2822, -0.7096, 0.5800], [-1.8727, 1.5227, -0.1044], [2.5758, 1.1425, 0.8657], [0.0385, -0.0662, -1.2461], [-0.2192, -1.4338, 0.0568], [-3.2830, -0.5340, 0.7834], [-1.4454, -1.5164, 0.4674]], "atomic_forces_ev_per_a": [[-0.039, 0.029, 0.072], [0.034, 0.128, 0.301], [0.066, -0.115, -0.124], [0.400, 0.008, 0.104], [0.503, -2.586, -0.048], [1.120, 0.186, -0.577], [1.009, -0.440, -0.302], [-0.691, -0.659, 0.521], [-0.011, -0.058, -0.194], [-0.015, -0.050, 0.045], [1.063, 3.110, -0.810], [0.982, -1.226, -0.059], [-4.422, 1.674, 1.071]], "mulliken_charge": [0.241, -0.588, 0.104, -0.310, -0.208, 0.383, -0.402, -0.596, 0.368, 0.344, 0.108, 0.255, 0.302]}



No. 9
{"formula": "C3H6N2O2", "method": "the ωB97M-V functional and the def2-TZVPD basis", "homo_lumo_gap_ev": 10.6, "homo_energy_ev": -9.816, "species": ["H", "N", "C", "O", "C", "C", "N", "O", "H", "H", "H", "H", "H"], "positions_angstrom": [[-2.3392, -1.3697, -0.6153], [-1.5318, -0.7574, -0.5290], [-1.6448, -0.0171, 0.4931], [-0.7292, 0.8911, 0.8489], [0.2872, 1.2213, -0.0984], [1.4694, 0.2659, -0.2368], [1.3965, -0.9398, 0.3938], [2.4408, 0.6477, -0.8623], [-2.4608, -0.0211, 1.2214], [-0.1533, 1.3556, -1.0913], [0.6939, 2.1733, 0.2459], [2.1406, -1.5790, 0.1492], [0.4840, -1.3539, 0.5161]], "atomic_forces_ev_per_a": [[0.068, 0.070, 0.001], [-0.136, 0.224, 0.281], [-0.053, -0.212, -0.118], [-0.062, -0.075, 0.004], [0.098, 0.115, -0.124], [0.139, 0.061, -0.087], [0.047, -0.014, -0.157], [-0.262, -0.123, 0.228], [0.101, -0.029, -0.110], [0.067, -0.062, 0.118], [-0.029, -0.127, -0.087], [-0.069, 0.083, 0.051], [0.090, 0.089, -0.001]], "mulliken_charge": [0.216, -0.648, 0.129, -0.358, -0.212, 0.407, -0.401, -0.603, 0.392, 0.267, 0.306, 0.264, 0.239]}



| no. | LUMO energy (eV) |
| --- | --- |
| 1 | 0.9 |
| 2 | 0.8 |
| 3 | 0.6 |
| 4 | 0.7 |
| 5 | 0.0 |
| 6 | 0.3 |
| 7 | 0.7 |
| 8 | 0.7 |
| 9 | 0.8 |